(1)
DFT (the ωB97M-V functional and the def2-TZVPD basis) results for a cluster of 2 separate species, C5H11NO5 in total.

Last column: natural (NBO) charge in e.
Cartesian coordinates (Å):
O 0.055077 -0.710984 -1.728265  -0.60
O 0.397948 1.703348 0.821023  -0.48
O -0.496374 1.470567 -1.809982  -0.56
O 1.051533 -0.423056 0.792194  -0.50
O -2.546696 0.214597 0.317851  -0.56
N 0.044808 0.384291 -1.100951  0.24
C -1.862516 -2.069346 0.152262  -0.75
C 2.148083 -1.046235 0.115140  -0.26
C -0.539510 2.744051 0.556192  -0.26
C -1.876588 -0.700682 0.727472  0.44
C 0.399259 0.558800 0.141359  0.72
H -1.556269 -2.802569 0.890857  0.22
H 2.508728 -1.806270 0.800666  0.20
H -0.281310 3.274498 -0.362440  0.19
H -1.552568 2.348715 0.485339  0.22
H 1.817842 -1.503128 -0.821552  0.22
H -1.257053 -0.579368 1.634102  0.11
H 2.933965 -0.315470 -0.084920  0.18
H -1.134302 -2.069986 -0.667162  0.29
H -0.981639 1.068133 -2.550795  0.50
H -2.835461 -2.310961 -0.267213  0.23
H -0.452591 3.415187 1.407449  0.19

Force components x, y, z for each atom (eV/Å):
0.0 -0.5 -0.5
0.1 -0.7 0.0
0.3 0.4 0.4
-0.6 0.5 -0.2
-0.2 0.1 -0.1
-0.2 0.3 0.0
0.0 -0.1 -0.3
0.2 -0.3 -0.3
-0.4 0.5 -0.1
-0.5 -0.3 0.6
1.1 0.4 -0.5
0.0 -0.1 0.1
0.0 0.0 0.0
0.0 -0.1 0.2
0.1 0.0 0.0
0.1 0.1 0.2
0.1 0.2 0.0
0.0 0.0 0.1
0.0 0.0 0.1
0.2 -0.5 0.4
-0.1 0.0 0.0
0.0 -0.1 0.0

Highest occupied orbital energy = -8.3 eV
HOMO-LUMO gap = 9.14 eV
LUMO = 0.8 eV
SMILES = COC(OC)=[N+]([O-])O.CC=O

(2)
DFT (the ωB97M-V functional and the def2-TZVPD basis) results for a structure of composition C39H66N4O2S3Sr.

Last column: Löwdin charge in e.
Cartesian coordinates (Å):
Sr -0.297898 -0.588518 2.147002  1.36
S 2.654550 0.377959 2.166574  0.35
S 1.934169 -1.134415 4.569809  0.36
S 4.464743 0.479437 4.532851  0.28
O 0.409382 -2.694613 1.160422  -0.26
O -0.120933 1.145377 0.349699  -0.21
N -2.132169 -1.224116 0.771077  -0.32
N -0.221246 2.653982 4.633815  -0.08
N 0.185298 1.620025 3.733652  -0.07
N -1.302383 -1.433737 4.293527  -0.42
C -2.518006 -1.378309 3.441815  -0.22
C -0.846882 -2.804722 4.477586  -0.13
C 0.553709 -2.656627 -0.126899  -0.33
C 1.890924 -2.884670 -2.136090  -0.01
C 3.069841 -0.090659 3.793690  -1.86
C 1.784592 -3.026200 -0.762641  -0.08
C 0.928996 2.256158 -2.051953  -0.52
C -3.870279 3.783166 -3.974438  -0.06
C -3.233958 1.206955 -1.519794  -0.02
C 3.550593 -4.800398 -0.655772  -0.07
C -0.336216 -2.128170 -2.338947  -0.02
C -0.550487 1.926698 -1.845952  -0.08
C 0.903218 3.354319 5.299672  -0.63
C -0.521658 -2.264201 -0.965405  -0.12
C -1.929704 -2.020857 -0.453659  -0.10
C 1.514055 2.407363 6.331679  -0.05
C 2.343823 -1.382607 -4.711533  -0.05
C -3.841607 2.259383 -3.782395  -0.57
C 4.125388 -2.418704 -0.126351  -0.05
C -0.089297 -1.553224 -5.144837  -0.07
C -0.954578 1.307042 -0.610993  -0.34
C 3.039907 -3.499503 -0.006851  -0.52
C 2.850783 -3.790702 1.488360  -0.06
C 1.213428 2.618564 -3.515069  -0.08
C 1.979126 3.826725 4.318246  -0.05
C -2.868482 1.895692 -2.663148  -0.20
C -2.315674 0.896580 -0.518468  -0.15
C 0.862657 -2.417875 -2.962847  -0.20
C -2.538561 -2.023996 1.972262  -0.18
C 1.094785 -2.243118 -4.463414  -0.56
C -1.544071 -0.723467 5.535019  -0.11
C 1.832069 1.060713 -1.685214  -0.03
C -5.266907 1.794896 -3.481872  -0.08
C -3.399221 1.601655 -5.098809  -0.06
C 1.304563 3.453965 -1.168404  -0.04
C 1.303316 -3.615948 -5.118198  -0.06
C -1.507803 2.227617 -2.790420  0.00
C -2.758830 0.086382 0.674888  -0.17
C 0.273527 4.555013 6.002373  -0.07
H 0.708661 4.332634 -1.435207  0.08
H -1.178955 -1.765850 -2.920100  0.10
H -0.720293 3.328877 4.062163  0.10
H -1.191231 2.727135 -3.699870  0.09
H -1.882047 -2.894305 1.998566  0.09
H 2.754155 4.378903 4.854922  0.08
H -4.095075 1.845170 -5.909162  0.07
H -2.881221 4.162450 -4.234977  0.07
H -0.511673 -3.213239 3.522320  0.07
H 0.145445 -1.370038 -6.197433  0.08
H 0.867997 1.946002 3.047350  0.00
H 1.128253 3.205181 -0.122150  0.08
H 2.843599 -3.124763 -2.596789  0.09
H 2.049149 -4.509379 1.662820  0.08
H -4.565467 4.063280 -4.773511  0.07
H 4.394979 -5.191360 -0.080635  0.07
H 2.830438 1.219135 -2.105916  0.08
H 3.782312 -1.485969 0.325777  0.04
H 2.290696 2.731936 -3.654696  0.08
H 2.364390 3.699579 -1.287556  0.08
H -2.404366 1.938135 -5.393328  0.07
H -0.616013 -0.703947 6.107678  0.07
H 1.516701 -3.511374 -6.188023  0.07
H 2.762868 -5.558205 -0.668378  0.08
H 1.032279 5.114769 6.552121  0.07
H 2.623991 -2.890825 2.056579  0.05
H 0.675730 0.904046 4.278421  -0.04
H 3.247637 -1.881358 -4.357816  0.08
H -2.799460 -0.327682 3.350923  0.10
H -2.442942 -2.979465 -0.284224  0.13
H -0.497115 4.224795 6.702519  0.07
H 2.464863 -1.182764 -5.781593  0.08
H 1.433829 0.129090 -2.094063  0.08
H -0.185937 5.234633 5.277163  0.07
H -5.314041 0.710630 -3.361827  0.08
H 0.719734 1.957425 6.932541  0.08
H -3.577074 -2.338159 1.823178  0.12
H 4.387863 -2.229931 -1.171195  0.07
H -4.181911 4.276075 -3.051297  0.08
H -1.653002 -3.422380 4.913362  0.09
H -0.990083 -2.170177 -5.103813  0.08
H -0.313624 -0.593470 -4.672320  0.08
H 0.018741 -2.825051 5.135229  0.04
H -3.360378 0.516129 -4.986454  0.08
H -3.856957 -0.020160 0.663511  0.13
H -5.650922 2.255952 -2.569383  0.08
H -5.928341 2.073036 -4.307350  0.07
H -3.333921 -1.900590 3.962466  0.12
H -1.819628 0.309472 5.315837  0.08
H 2.475525 2.990156 3.820552  0.05
H 2.186690 2.958190 6.993956  0.08
H 0.743798 3.563405 -3.806959  0.07
H -2.342369 -1.194796 6.134189  0.08
H -2.480502 -1.517289 -1.250923  0.11
H 0.863718 1.836037 -4.194417  0.07
H 1.925703 0.939821 -0.610151  0.04
H 3.890811 -4.649587 -1.682473  0.06
H 5.028852 -2.735654 0.404623  0.08
H -4.258037 0.873477 -1.382625  0.10
H 2.137361 -4.143898 -4.652153  0.07
H 2.099445 1.611865 5.865920  0.03
H 3.788585 -4.211184 1.868810  0.08
H -2.475065 0.664550 1.567753  0.10
H 0.409705 -4.233312 -5.000198  0.08
H 1.548129 4.489186 3.559787  0.08
H 2.264422 -0.431302 -4.185713  0.07

Force components x, y, z for each atom (eV/Å):
4.0 1.2 0.1
0.2 0.0 0.0
-0.1 -0.1 0.2
0.2 0.1 0.2
-0.6 0.0 0.1
-0.6 -0.3 0.3
0.0 -0.6 0.8
0.0 0.0 -0.1
-0.4 0.0 0.1
-1.0 -0.3 -0.7
-0.4 -0.3 -0.3
-0.1 0.1 0.1
0.0 -0.3 0.2
-0.1 0.0 -0.1
-0.2 0.1 -0.6
0.0 0.2 0.0
0.0 0.0 0.0
0.0 0.0 0.0
0.1 -0.1 0.1
0.0 0.0 0.0
-0.2 0.1 0.1
0.0 0.0 0.1
0.0 0.0 0.0
0.1 0.2 -0.3
-0.4 -0.1 0.3
0.0 0.0 0.0
0.0 0.0 0.0
0.0 0.0 0.0
0.0 0.0 0.0
0.0 0.0 0.0
0.1 0.2 0.0
0.0 0.0 0.0
0.0 0.0 0.0
0.0 0.1 0.0
0.0 0.0 0.0
0.0 0.0 -0.1
-0.1 -0.2 -0.2
0.2 -0.1 0.0
-0.1 0.3 -0.1
0.0 0.0 0.0
0.2 0.0 -0.1
0.0 0.0 -0.1
0.0 0.0 0.0
0.0 0.0 0.0
0.0 0.0 0.0
0.0 0.0 0.0
-0.1 -0.1 -0.1
-0.1 0.2 -0.4
0.0 0.0 0.0
0.0 0.0 0.0
0.0 0.0 0.0
0.0 0.0 0.0
0.0 0.0 0.0
-0.2 -0.1 -0.2
0.0 0.0 0.0
0.0 0.0 0.0
0.0 0.0 0.0
0.0 -0.1 0.1
0.0 0.0 0.0
0.1 0.0 0.1
0.0 0.0 0.0
0.0 0.0 0.0
0.0 0.0 0.0
0.0 0.0 0.0
0.0 0.0 0.0
0.0 0.0 0.0
0.0 0.0 0.0
0.0 0.0 0.0
0.0 0.0 0.0
0.0 0.0 0.0
0.0 0.0 0.0
0.0 0.0 0.0
0.0 0.0 0.0
0.0 0.0 0.0
0.0 0.0 0.0
0.0 0.0 0.0
0.0 0.0 0.0
-0.2 0.1 0.2
0.1 -0.1 0.0
0.0 0.0 0.0
0.0 0.0 0.0
0.0 0.0 0.0
0.0 0.0 0.0
0.0 0.0 0.0
0.0 0.0 0.0
-0.1 -0.2 0.1
0.0 0.0 0.0
0.0 0.0 0.0
0.0 -0.1 -0.1
0.0 0.0 0.0
0.0 0.0 0.0
0.0 0.1 0.0
0.0 0.0 0.0
0.0 0.2 0.1
0.0 0.0 0.0
0.0 0.0 0.0
-0.1 0.1 0.0
0.0 0.0 0.0
0.0 0.0 0.0
0.0 0.0 0.0
0.0 0.0 0.0
0.0 0.0 0.0
0.0 -0.1 0.0
0.0 0.0 0.0
0.0 0.0 0.0
0.0 0.0 0.0
0.0 0.0 0.0
0.0 0.0 0.0
0.0 0.0 0.0
0.0 0.0 0.0
0.0 0.0 0.0
-0.2 0.0 0.1
0.0 0.0 0.0
0.0 0.0 0.0
0.0 0.0 0.0

Highest occupied orbital energy = -0.8 eV
HOMO-LUMO gap = 4.56 eV
LUMO = 3.8 eV
Net charge = -2

> Look up the HOMO-LUMO gap of the first one.

9.14 eV

> What is the formula in the second record?

C39H66N4O2S3Sr